Run P
A cluster of 12 separate species, C6H33NO11 in total, computed with the ωB97M-V functional and the def2-TZVPD basis.

Computed properties:
Highest occupied orbital energy in eV: -8.91
Frontier orbital gap in eV: 9.1045

Geometry as ORCA input:
```
! wB97M-V def2-TZVPD RIJCOSX def2/J DEFGRID3
* xyz 0 1
C -2.879 -0.889 -1.041
C -1.621 -1.493 -1.875
C -0.549 -0.566 -2.494
C -0.920 0.342 -3.407
C 1.202 -1.135 -0.855
C 0.835 -0.787 -2.045
N -2.526 0.236 -0.308
H -3.505 -0.421 -1.874
H -3.492 -1.587 -0.484
H -1.973 -2.271 -2.717
H -1.064 -2.154 -1.212
H -1.677 0.770 -3.930
H -0.152 0.932 -3.962
H 2.238 -1.475 -0.711
H 0.431 -1.364 -0.003
H 1.473 -0.723 -2.990
H -2.045 0.799 -0.959
H -1.893 -0.086 0.502
H 1.130 -4.381 0.117
H 1.473 -3.102 0.811
O 1.788 -3.755 0.142
H -2.249 3.271 2.039
H -2.493 2.463 0.709
O -1.925 3.010 1.230
H 1.730 2.436 2.781
H 1.304 2.489 1.281
O 1.895 2.844 1.840
H 2.275 2.361 -2.956
H 1.362 1.145 -3.188
O 2.203 1.489 -3.075
H -0.404 -0.679 3.831
H -0.405 -1.588 2.577
O -0.971 -0.966 3.159
H -0.679 1.838 1.003
H -0.691 0.616 2.141
O -0.237 1.003 1.443
H 3.333 -0.830 1.386
H 3.640 -2.287 0.962
O 3.555 -1.748 1.755
H 3.681 0.451 -0.515
H 3.271 1.054 0.955
O 3.560 0.227 0.413
H -2.864 0.276 2.209
H -3.796 1.094 1.162
O -3.371 1.147 2.160
H 0.959 -2.684 3.447
H 1.876 -1.892 2.420
O 1.102 -2.393 2.586
H -1.257 3.021 -1.001
H -0.142 3.301 -1.969
O -0.535 2.642 -1.492
*
```

Atomic partial charges in e from the Löwdin method, atoms 1 to 5:
1 C -0.269
2 C -0.122
3 C -0.308
4 C 0.045
5 C 0.001

***

Run Q
A cluster of 11 separate species, C6H33NO11 in total, computed with the ωB97M-V functional and the def2-TZVPD basis.

Computed properties:
Highest occupied orbital energy in eV: -9.20
Frontier orbital gap in eV: 9.4462

Geometry as ORCA input:
```
! wB97M-V def2-TZVPD RIJCOSX def2/J DEFGRID3
* xyz 0 1
C -1.544 -0.133 -0.904
C -2.157 -0.826 0.351
C -0.549 0.945 -0.506
N 0.821 0.330 -0.327
C 3.236 0.952 -0.163
C 1.765 1.289 0.285
C 2.008 1.507 1.763
O 1.787 0.892 2.793
H -1.207 -0.917 -1.562
H -2.380 0.436 -1.372
H -2.675 -1.779 0.074
H -3.030 -0.239 0.649
H -1.477 -1.000 1.165
H -0.373 1.510 -1.435
H -1.028 1.584 0.234
H 0.754 -0.571 0.140
H 3.605 0.323 0.660
H 3.819 1.795 -0.547
H 3.080 0.400 -1.080
H 1.449 2.323 -0.117
H 2.556 2.441 1.690
H -0.429 2.971 1.391
H 0.260 4.038 2.226
O 0.427 3.380 1.543
H -1.085 -2.873 -3.501
H -2.633 -2.579 -3.026
O -1.916 -3.217 -3.079
H 1.764 -3.746 0.475
H 0.838 -4.116 -0.629
O 1.362 -3.382 -0.316
H 1.917 3.505 -2.839
H 0.440 3.197 -2.409
O 1.129 2.991 -3.051
H 1.104 1.241 -3.516
H 1.153 0.224 -2.339
O 0.892 0.326 -3.266
H -0.898 0.099 4.157
H 0.158 0.815 3.339
O -0.714 0.975 3.736
H -3.040 2.619 2.903
H -2.163 1.333 2.735
O -2.460 2.164 2.284
H 1.736 -1.758 -3.385
H 1.021 -2.627 -2.397
O 0.920 -2.329 -3.328
H -1.767 -2.119 3.203
H -1.279 -1.699 4.604
O -1.848 -1.415 3.852
H -0.721 -2.449 -0.156
H -1.533 -3.492 -0.928
O -1.094 -3.338 -0.072
*
```

Atomic partial charges in e from the Löwdin method, atoms 1 to 5:
1 C -0.213
2 C -0.117
3 C -0.203
4 N -0.012
5 C -0.021

***

Stability ranking, top entry: run Q; the second entry is 81.7 kcal/mol less favorable.